8 unconnected molecules or ions with the total composition C46H72BN2O29PS2 at a distorted geometry, computed with ωB97M-V/def2-TZVPD.

F_max: 1.3 eV Å⁻¹
E_HOMO: -8.4 eV
calculated total energy: -142866.8029 eV
SMILES: CN(C)B(O)[C@@]1(P(C)C)OC(=O)[C@](CCCCS(=O)(=O)O)(S(C)(=O)=O)[C@H]1c1ccncc1.C[C@@H]1COC(=O)O1.C[C@@H]1COC(=O)O1.C[C@@H]1COC(=O)O1.C[C@@H]1COC(=O)O1.C[C@@H]1COC(=O)O1.C[C@@H]1COC(=O)O1.C[C@@H]1COC(=O)O1

```
153
Properties=species:S:1:pos:R:3:forces:R:3
C 1.47599 0.55297 -3.32393 0.38 -0.29 0.51
N 0.67516 1.05214 -2.18043 -0.77 0.12 -0.51
C 0.57591 2.51051 -2.06908 0.82 0.09 -0.30
B -0.60368 0.41663 -2.06808 0.07 0.06 0.17
O -1.80124 1.10713 -2.15962 0.09 -0.47 0.79
C -0.78667 -1.14484 -1.76404 0.37 -0.56 -0.17
P -2.05447 -1.71507 -3.06364 -0.33 0.92 -0.83
C -3.51946 -2.41136 -2.20662 0.33 -0.41 0.01
C -1.25964 -3.12797 -3.91036 -0.14 -0.24 0.33
O 0.40656 -1.96761 -2.03080 0.27 0.07 0.40
C 0.94998 -2.48560 -0.91107 0.20 -0.32 -0.21
O 1.77666 -3.35994 -0.91625 -0.44 0.56 -0.09
C 0.33926 -1.78086 0.29900 0.31 0.51 -0.42
C 1.22928 -0.56784 0.66701 0.15 0.18 0.08
C 2.73103 -0.79180 0.47686 0.05 -0.07 0.51
C 3.51251 0.05736 1.47502 0.24 -0.01 -0.13
C 5.02905 -0.11369 1.36750 -0.18 0.08 0.03
S 5.60535 -1.68844 1.93914 0.39 -0.17 -0.41
O 6.99466 -1.56966 2.26262 -0.29 0.04 0.05
O 5.17365 -2.72694 1.04937 -0.02 0.05 0.16
O 4.78484 -1.84252 3.29050 0.11 -0.22 0.25
S 0.30675 -2.81256 1.77204 0.01 -0.23 0.70
C 0.01445 -4.47094 1.24728 0.02 -0.19 0.16
O -0.81617 -2.38756 2.57301 -0.02 0.02 -0.32
O 1.60804 -2.77827 2.40064 -0.06 -0.04 -0.21
C -1.06337 -1.47782 -0.26532 -0.66 -0.70 0.12
C -2.00730 -0.59368 0.51583 0.52 0.42 -0.13
C -3.23753 -1.05204 0.94222 -0.10 -0.20 -0.02
C -4.09059 -0.20206 1.62714 -0.05 -0.11 -0.03
N -3.80540 1.06337 1.90727 -0.21 0.02 0.10
C -2.61359 1.49717 1.52112 0.28 0.14 -0.07
C -1.69125 0.72233 0.84128 0.00 -0.04 -0.05
H 2.21447 -0.18036 -2.99346 0.00 0.00 0.00
H 0.86543 0.07599 -4.09245 -0.01 0.13 -0.09
H 2.01537 1.38407 -3.77189 -0.09 0.05 -0.08
H 1.51308 2.95946 -2.40830 0.03 -0.03 0.04
H -0.22050 2.93936 -2.67163 -0.12 -0.03 0.12
H 0.47616 2.80888 -1.02256 -0.26 -0.01 -0.02
H -1.93797 1.77404 -1.47849 -0.10 0.40 -0.37
H -4.28408 -1.64122 -2.16584 -0.05 0.00 0.21
H -3.88046 -3.22698 -2.83689 -0.07 0.06 -0.04
H -3.33003 -2.83387 -1.22031 -0.10 0.01 -0.02
H -1.14252 -4.04954 -3.33782 0.13 0.03 0.04
H -0.29668 -2.79028 -4.28466 0.05 -0.10 0.00
H -1.89927 -3.32620 -4.77139 -0.01 -0.06 -0.01
H 0.92789 0.28647 0.07249 -0.01 0.00 -0.13
H 1.06023 -0.30836 1.71515 -0.19 -0.05 -0.01
H 3.05721 -0.56348 -0.54009 -0.13 -0.05 -0.09
H 2.96369 -1.83128 0.68864 0.08 -0.04 -0.25
H 3.28886 1.12034 1.35420 -0.02 0.01 -0.05
H 3.22206 -0.22598 2.48704 -0.14 0.12 0.01
H 5.56644 0.63021 1.95471 0.00 -0.02 0.01
H 5.38344 -0.07466 0.33590 0.02 0.08 -0.01
H 4.23858 -2.64292 3.22357 -0.15 0.10 -0.04
H -0.33039 -4.96103 2.15834 0.01 -0.05 -0.03
H 0.94808 -4.90500 0.90197 -0.05 0.03 -0.12
H -0.76921 -4.52541 0.49514 0.01 0.06 -0.05
H -1.54737 -2.46560 -0.30879 -0.04 0.09 0.14
H -3.54187 -2.07193 0.75155 -0.02 -0.01 0.06
H -5.05123 -0.57161 1.96315 -0.07 0.04 0.02
H -2.36753 2.52555 1.76130 -0.01 0.06 0.05
H -0.73959 1.15263 0.56359 -0.04 0.09 0.04
C 9.39678 -0.87041 4.30056 -0.13 0.00 0.03
C 9.53560 -0.21733 5.65417 0.00 -0.08 -0.13
C 8.64851 -0.77515 6.74668 0.03 -0.02 0.06
O 8.48401 0.35779 7.61128 -0.09 -0.09 -0.03
C 8.57654 1.46856 6.83939 0.05 -0.01 -0.02
O 8.25849 2.55963 7.18284 0.01 0.06 0.04
O 9.08262 1.15505 5.62599 -0.01 -0.03 0.00
H 9.64232 -0.16751 3.50632 0.12 0.01 0.03
H 10.06526 -1.72768 4.22429 0.02 0.01 0.01
H 8.38134 -1.21803 4.12560 -0.03 0.05 -0.03
H 10.57965 -0.20576 5.97900 0.00 0.06 0.02
H 9.07942 -1.60865 7.29437 0.04 0.09 0.10
H 7.66704 -1.05669 6.35792 0.02 -0.05 -0.05
C 2.83808 -5.19303 4.47833 0.26 -0.01 -0.05
C 2.07056 -6.45077 4.80304 0.08 0.15 0.03
C 2.65558 -7.32082 5.89391 0.15 0.02 0.06
O 2.19043 -8.62905 5.51652 0.08 -0.06 -0.02
C 2.06289 -8.63332 4.17185 -0.03 0.30 0.09
O 1.95184 -9.61447 3.50569 -0.13 -0.09 -0.04
O 2.09593 -7.37471 3.68918 -0.07 -0.08 -0.01
H 2.67453 -4.90688 3.43994 -0.12 0.04 0.03
H 2.50805 -4.37201 5.11423 -0.04 0.00 0.00
H 3.91042 -5.33643 4.62726 -0.01 -0.07 -0.04
H 1.02266 -6.21994 5.01381 -0.03 -0.06 -0.06
H 2.32843 -7.07373 6.89967 -0.15 -0.13 -0.02
H 3.74767 -7.32978 5.85580 0.00 0.10 0.03
C -4.99123 6.11029 0.89268 0.19 -0.24 0.29
C -4.52771 5.57802 -0.43756 -0.13 0.03 0.05
C -4.59175 4.07513 -0.61334 -0.07 0.01 0.02
O -3.54597 3.84155 -1.57302 0.03 -0.15 0.14
C -2.62419 4.81396 -1.40236 -0.05 -0.02 0.03
O -1.52457 4.77259 -1.86619 0.00 0.17 -0.04
O -3.10588 5.80236 -0.63506 -0.01 -0.02 -0.03
H -4.49061 7.04797 1.11962 -0.10 0.09 -0.10
H -6.06316 6.28703 0.86202 -0.02 0.02 -0.02
H -4.78099 5.40691 1.70194 0.09 -0.02 -0.05
H -5.04964 6.08631 -1.25090 0.07 0.05 -0.03
H -5.53992 3.70558 -0.99249 0.06 0.00 -0.15
H -4.33296 3.54808 0.30869 -0.07 0.01 0.02
C 0.35267 6.96373 -6.35253 0.15 -0.07 -0.03
C -0.41467 5.71184 -6.00076 0.15 0.07 -0.07
C 0.12963 4.89981 -4.84786 -0.15 0.12 0.26
O -0.33233 3.57751 -5.16947 0.22 0.12 0.03
C -0.40150 3.50326 -6.51671 -0.15 -0.05 -0.01
O -0.52053 2.48950 -7.12873 0.11 0.00 -0.05
O -0.34212 4.73464 -7.06648 0.02 0.03 0.02
H 0.22580 7.20178 -7.40733 -0.10 0.03 0.01
H -0.00722 7.80388 -5.76027 -0.01 0.00 0.01
H 1.41976 6.84281 -6.16144 0.00 -0.04 -0.05
H -1.47059 5.94214 -5.83988 -0.03 -0.07 -0.04
H -0.24916 5.21446 -3.87871 -0.09 -0.21 0.03
H 1.22274 4.88529 -4.83289 0.01 0.08 -0.06
C -9.68983 10.39156 2.36484 0.09 -0.08 0.11
C -9.21531 9.72132 1.09770 -0.07 0.04 0.11
C -9.34310 8.21258 1.05522 -0.04 -0.01 -0.05
O -8.28632 7.84778 0.15602 -0.02 -0.07 0.12
C -7.31867 8.79166 0.26880 -0.05 0.05 -0.02
O -6.21453 8.67359 -0.15196 0.03 0.07 -0.12
O -7.78817 9.86923 0.93065 -0.02 -0.01 0.01
H -9.14899 11.32256 2.52479 -0.05 0.05 -0.08
H -10.75375 10.61474 2.29794 -0.01 0.00 -0.01
H -9.52789 9.75546 3.23585 0.06 0.01 0.00
H -9.69177 10.17044 0.22278 0.04 0.01 -0.03
H -10.29727 7.85086 0.68285 0.06 -0.02 -0.13
H -9.13330 7.76620 2.03024 -0.05 0.03 0.04
C 4.73616 -10.30745 1.76172 -0.21 0.09 0.04
C 5.60510 -10.18201 2.99045 -0.09 -0.13 -0.12
C 5.00555 -10.70580 4.27893 -0.08 -0.07 0.00
O 5.66232 -9.89167 5.26655 -0.01 0.02 0.03
C 5.94390 -8.70650 4.68122 -0.23 -0.06 -0.07
O 6.22324 -7.70960 5.26979 0.09 0.09 0.08
O 5.81338 -8.79566 3.34266 0.04 0.03 0.03
H 4.98084 -9.52491 1.04523 0.12 -0.05 -0.03
H 4.89301 -11.27552 1.28716 0.03 -0.01 0.00
H 3.67891 -10.21360 2.01423 0.08 0.05 -0.01
H 6.59065 -10.62267 2.81807 0.04 0.06 0.01
H 5.19654 -11.75820 4.46874 0.14 0.04 0.09
H 3.93204 -10.50831 4.33151 0.09 -0.11 -0.06
C -3.39107 1.57087 -7.94798 -0.21 0.11 -0.17
C -4.82156 1.44629 -7.48355 0.13 -0.04 -0.06
C -5.86815 1.27175 -8.56313 -0.03 -0.06 0.01
O -7.03587 1.83521 -7.94967 0.03 0.01 -0.12
C -6.61212 2.78856 -7.08282 0.04 -0.04 0.04
O -7.31371 3.60538 -6.58139 -0.06 0.02 0.05
O -5.28405 2.67285 -6.87158 0.02 0.00 -0.02
H -2.81144 2.15305 -7.24158 0.04 -0.10 0.11
H -2.93053 0.58831 -8.03767 0.01 -0.01 0.03
H -3.33003 2.06624 -8.91844 -0.01 0.05 0.03
H -4.91250 0.65699 -6.73246 -0.03 0.04 0.05
H -6.05289 0.23936 -8.84717 -0.11 0.00 0.08
H -5.62849 1.86193 -9.45096 0.06 -0.03 -0.02
```
Forces are in eV/Å.